The following is a quantum chemistry calculation of an isolated molecule of C11H14N6O2S at a distorted geometry, from OMol25.

Each line ends with the Mulliken charge.
Element x y z (Å)
O  -2.065  1.308  2.785  -0.677
S  -0.747  1.419  2.125  1.145
O  -0.012  2.648  2.443  -0.673
C  -0.882  1.163  0.322  -0.082
C  -1.780  0.225  -0.188  -0.519
C  -1.858  0.010  -1.564  -0.414
C  -1.038  0.708  -2.470  1.053
N  -0.938  0.343  -3.805  0.411
C  -0.052  0.825  -4.747  0.071
N  -0.278  0.204  -5.878  -0.368
N  -1.348  -0.650  -5.611  -0.410
N  -1.762  -0.548  -4.411  -0.376
C  -0.155  1.670  -1.948  -0.655
C  -0.116  1.912  -0.551  -0.627
N  0.293  0.091  2.616  0.059
C  1.732  0.243  2.412  -0.610
C  2.239  -0.744  1.329  -0.567
N  1.779  -2.124  1.673  -0.374
C  0.307  -2.292  1.937  -0.579
C  -0.280  -1.224  2.898  -0.671
H  -2.436  -0.353  0.462  0.472
H  -2.525  -0.723  -1.962  0.490
H  0.795  1.530  -4.604  0.335
H  0.557  2.213  -2.541  0.195
H  0.550  2.684  -0.225  0.457
H  1.942  1.242  2.020  0.310
H  2.299  0.076  3.343  0.343
H  3.298  -0.661  1.188  0.398
H  1.719  -0.476  0.400  0.231
H  2.336  -2.515  2.435  0.291
H  0.096  -3.296  2.342  0.397
H  -0.226  -2.216  0.978  0.251
H  -0.061  -1.421  3.949  0.379
H  -1.383  -1.271  2.848  0.315

Results
- HOMO-LUMO gap (eV) = 8.2059
- HOMO (hartree) = -0.3192
- relative energy (zero: lowest compared OMol25 entry of this formula, charge and spin) (eV) = 0.000
- structure (SMILES) = O=S(=O)(c1ccc(-n2cnnn2)cc1)N1CCNCC1
- energy (a.u.) = -1304.67775